Computed, not measured: a cluster of 4 separate species, C9H24BrO9S3 in total in a non-equilibrium geometry, with ωB97M-V/def2-TZVPD.

* orbital gap (alpha / beta): 11.28 / 6.66 eV
* spin multiplicity: 2
* HOMO level (alpha / beta): -11.193 / -11.192 eV
* ⟨S²⟩: 0.75
* largest force on an atom: 3.32 eV Å⁻¹
* net charge: 0
* molar mass: 452.39 g mol⁻¹
* ΔE to the lowest compared entry with this formula, charge and spin: 0.189 eV

```
46
Properties=species:S:1:pos:R:3:forces:R:3
Br 25.86957 -19.65082 -15.43872 0.0 0.0 0.1
O 25.94865 -18.12341 -20.05061 -0.8 2.0 0.2
S 26.01969 -16.76851 -19.52369 0.5 -0.4 0.5
O 27.06538 -15.86386 -19.98136 -1.7 -0.7 0.1
O 24.49523 -16.03785 -19.57707 1.8 -2.1 -0.1
C 24.48467 -14.64314 -19.31029 0.5 1.0 -0.6
C 23.19352 -14.03235 -19.82261 0.4 -0.7 -0.7
C 26.31465 -16.96267 -17.74558 -0.1 0.8 -1.3
H 25.34742 -14.23697 -19.83828 -0.1 0.4 0.0
H 24.62223 -14.43153 -18.24992 -0.1 -0.2 0.2
H 22.34994 -14.54546 -19.36088 -0.2 0.8 0.4
H 23.04756 -14.21806 -20.88671 0.4 -0.3 -0.2
H 23.27570 -12.94648 -19.77538 -0.5 -0.1 0.7
H 27.21483 -17.57664 -17.77414 -0.3 -0.3 0.4
H 25.41937 -17.36390 -17.27060 0.3 -0.2 0.1
H 26.59021 -15.96605 -17.40077 -0.2 -0.1 0.3
O 21.01295 -17.67394 -15.36388 -1.1 -2.1 -2.3
S 20.82264 -18.72524 -16.39766 1.3 0.4 0.7
O 20.38942 -20.08006 -16.03584 -0.1 2.8 -1.0
O 19.92741 -18.12828 -17.72554 0.1 -1.9 2.5
C 20.35846 -16.92474 -18.31612 1.3 1.0 -0.9
C 20.72934 -17.20364 -19.79378 -0.4 0.1 0.4
C 22.45607 -18.90520 -17.19041 -0.7 0.8 -0.4
H 21.15511 -16.50023 -17.70519 0.3 0.0 -0.2
H 19.59840 -16.14348 -18.31033 -0.5 -0.4 0.3
H 19.77851 -17.29084 -20.31954 0.1 -0.4 -0.2
H 21.32084 -18.10947 -19.92682 -0.1 0.0 0.1
H 21.27109 -16.40806 -20.30531 0.0 0.2 0.4
H 23.14085 -19.46612 -16.55436 -0.4 -0.1 -0.1
H 22.83586 -17.89323 -17.33104 0.1 0.0 0.2
H 22.31496 -19.29325 -18.19917 0.0 -0.5 0.3
O 25.87395 -24.09685 -16.80214 -0.8 0.5 -2.0
S 24.99919 -23.80396 -17.94120 0.1 1.8 2.0
O 24.90482 -24.69129 -19.06398 -0.4 0.6 0.9
O 23.50205 -23.59519 -17.24346 0.9 -0.7 -1.1
C 23.36074 -22.86570 -16.02602 -0.5 0.2 1.8
C 22.10896 -23.37663 -15.28281 -0.4 -0.2 -0.9
C 25.19114 -21.99338 -18.56610 -1.2 -1.8 0.5
H 23.35299 -21.79084 -16.20685 -0.3 0.1 -0.3
H 24.13759 -23.01051 -15.27525 0.7 -0.4 -0.6
H 21.17044 -23.11390 -15.77091 0.1 -0.1 -0.4
H 21.94589 -23.04582 -14.25711 0.7 0.3 0.0
H 22.20472 -24.46222 -15.26210 -0.2 0.0 0.0
H 24.19380 -21.75612 -18.93640 -0.1 -0.3 -0.2
H 25.88304 -21.92714 -19.40572 0.3 0.0 0.6
H 25.28468 -21.38171 -17.66877 0.8 -0.1 -0.3
```
Positions in Å, forces in eV/Å.